C4H13N3 | ωB97M-V/def2-TZVPD

CARTESIAN COORDINATES (ANGSTROEM)
N  1.465  2.358  1.206
C  1.899  1.781  0.004
N  1.583  0.580  -0.398
C  1.035  -0.561  0.342
C  -0.483  -0.588  0.442
C  -1.235  -1.478  -0.634
N  -2.557  -0.887  -1.001
H  1.732  3.335  1.321
H  1.001  1.758  1.883
H  2.543  2.401  -0.619
H  2.208  0.230  -1.112
H  1.545  -1.440  -0.060
H  1.241  -0.580  1.469
H  -0.818  0.467  0.668
H  -0.690  -1.006  1.525
H  -0.567  -1.683  -1.514
H  -1.250  -2.641  -0.353
H  -2.452  0.138  -1.264
H  -3.185  -0.914  -0.107
H  -3.014  -1.268  -1.797

energy above the lowest of the compared OMol25 structures with the same formula, charge and spin: 168.7 kJ/mol
SMILES: N/C=[NH+]\CCC[NH3+]
F_max: 4.74 eV/Å
total charge: +2
HOMO energy: -18.795 eV
energy: -8811.8282 eV

These are the Löwdin partial charges, in e, on atoms 1 to 6: 0.20 -0.05 0.06 -0.17 -0.18 -0.15